[1]
A molecular structure, C39H65F2N2O4Ru. Source: OMol25; level of theory: ωB97M-V with the def2-TZVPD basis set.

Last column: Mulliken spin population.
Cartesian coordinates (Å):
1 Ru 0.340 -0.156 0.059  3.987
2 C -0.488 2.110 1.923  0.010
3 N 0.544 2.023 0.892  0.097
4 C 1.840 2.369 1.474  0.013
5 C 0.298 2.906 -0.255  -0.010
6 C -1.065 2.671 -0.872  0.000
7 N -1.241 1.237 -1.137  0.076
8 C -0.923 0.907 -2.556  0.021
9 C 0.361 1.524 -3.038  -0.002
10 C 0.331 2.582 -3.935  0.000
11 C 1.490 3.180 -4.399  0.018
12 C 2.699 2.659 -3.930  -0.004
13 C 2.796 1.595 -3.052  0.025
14 C 1.588 0.996 -2.570  0.019
15 O 1.594 -0.004 -1.714  0.207
16 C 4.164 1.098 -2.574  0.001
17 C 5.316 1.845 -3.250  0.001
18 C 4.341 -0.399 -2.888  0.002
19 C 4.277 1.329 -1.057  -0.003
20 C 1.495 4.332 -5.398  0.000
21 C 0.083 4.819 -5.731  0.000
22 C 2.165 3.865 -6.701  0.002
23 C 2.282 5.525 -4.830  0.002
24 C -2.637 0.879 -0.815  0.004
25 C -3.163 -0.522 -1.040  0.007
26 C -4.553 -0.608 -1.030  0.003
27 C -5.218 -1.807 -1.184  0.008
28 C -4.423 -2.924 -1.461  -0.005
29 C -3.044 -2.897 -1.511  0.006
30 C -2.356 -1.677 -1.160  -0.052
31 O -1.064 -1.639 -0.996  0.204
32 C -2.263 -4.110 -2.028  0.009
33 C -1.400 -3.652 -3.219  0.000
34 C -1.349 -4.711 -0.953  0.003
35 C -3.189 -5.222 -2.524  0.000
36 C -6.735 -1.947 -1.081  0.001
37 C -7.432 -0.600 -0.884  0.000
38 C -7.293 -2.589 -2.360  0.000
39 C -7.056 -2.834 0.133  0.001
40 H -0.638 3.142 2.269  0.009
41 H -0.185 1.496 2.770  0.005
42 H -1.432 1.720 1.548  -0.020
43 H 1.838 3.402 1.848  0.000
44 H 2.617 2.282 0.715  -0.007
45 H 2.069 1.702 2.303  0.004
46 H 1.078 2.690 -0.988  -0.009
47 H 0.380 3.970 0.019  0.012
48 H -1.143 3.263 -1.786  0.008
49 H -1.840 3.019 -0.189  -0.004
50 H -1.750 1.248 -3.192  0.008
51 H -0.853 -0.177 -2.628  -0.022
52 H -0.636 2.930 -4.281  -0.001
53 H 3.613 3.123 -4.276  -0.002
54 H 5.273 1.742 -4.336  0.000
55 H 6.262 1.420 -2.909  0.000
56 H 5.317 2.906 -2.992  0.000
57 H 4.246 -0.575 -3.962  0.000
58 H 3.591 -0.990 -2.374  -0.002
59 H 5.330 -0.735 -2.567  0.000
60 H 4.180 2.393 -0.825  -0.002
61 H 5.248 0.985 -0.691  0.000
62 H 3.496 0.779 -0.538  0.002
63 H -0.501 4.038 -6.220  0.000
64 H 0.146 5.668 -6.414  0.000
65 H -0.445 5.148 -4.834  0.000
66 H 1.634 3.005 -7.112  0.000
67 H 3.201 3.572 -6.525  0.000
68 H 2.157 4.667 -7.443  0.000
69 H 1.820 5.884 -3.908  0.000
70 H 2.289 6.341 -5.555  0.000
71 H 3.316 5.258 -4.611  0.000
72 H -3.289 1.542 -1.402  0.001
73 H -2.798 1.127 0.239  -0.002
74 H -5.111 0.312 -0.894  -0.002
75 H -4.926 -3.862 -1.657  0.000
76 H -0.679 -2.903 -2.898  -0.001
77 H -2.033 -3.221 -3.998  0.000
78 H -0.860 -4.504 -3.642  0.000
79 H -0.659 -3.952 -0.601  0.004
80 H -0.776 -5.541 -1.376  0.000
81 H -1.936 -5.101 -0.116  0.000
82 H -3.854 -4.875 -3.317  0.000
83 H -3.797 -5.634 -1.715  0.000
84 H -2.582 -6.038 -2.922  0.000
85 H -7.242 0.072 -1.723  0.000
86 H -7.106 -0.113 0.038  0.000
87 H -8.510 -0.753 -0.815  0.000
88 H -6.987 -2.010 -3.233  0.000
89 H -8.385 -2.617 -2.331  0.000
90 H -6.933 -3.610 -2.486  0.000
91 H -6.639 -2.389 1.039  0.000
92 H -6.624 -3.829 0.019  0.000
93 H -8.136 -2.937 0.262  0.000
94 C 2.108 -3.134 -0.219  0.003
95 O 0.917 -2.627 0.360  -0.014
96 C 0.615 -3.065 1.659  0.001
97 C -0.817 -2.649 1.891  0.024
98 O -0.915 -1.235 1.779  0.051
99 C -2.260 -0.799 1.862  0.028
100 H 2.104 -4.228 -0.193  0.004
101 H 2.996 -2.763 0.300  -0.001
102 H 2.118 -2.790 -1.252  0.003
103 H 1.268 -2.604 2.403  0.000
104 H 0.689 -4.156 1.736  0.001
105 H -1.132 -2.974 2.890  0.006
106 H -1.464 -3.112 1.139  -0.012
107 H -2.739 -1.196 2.763  0.004
108 H -2.836 -1.123 0.986  -0.013
109 H -2.248 0.288 1.919  -0.013
110 F 2.778 -1.051 1.880  0.017
111 C 1.952 0.032 1.666  0.261
112 F 1.317 0.267 2.879  0.017
113 H 2.635 0.873 1.518  0.005

Calculated values
* largest force on an atom: 0.05831 hartree/bohr
* spin multiplicity: 6
* HOMO-LUMO gap (alpha / beta): 7.49 / 6.10 eV
* expectation value of S²: 8.76



[2]
11 unconnected molecules or ions with the total composition C39H65FO27. Source: OMol25; level of theory: ωB97M-V with the def2-TZVPD basis set.

Last column: Mulliken charge in e.
Cartesian coordinates (Å):
1 C 8.117 15.933 -18.780  -0.185
2 O 9.038 16.007 -17.759  -0.345
3 C 10.083 16.733 -17.859  0.877
4 O 10.401 17.396 -18.830  -0.553
5 O 10.774 16.689 -16.703  -0.384
6 C 11.684 17.730 -16.520  -0.349
7 H 8.188 16.715 -19.536  -0.029
8 H 7.130 15.995 -18.323  0.183
9 H 8.100 14.929 -19.204  0.298
10 H 11.108 18.653 -16.592  0.012
11 H 12.569 17.710 -17.156  0.282
12 H 12.108 17.768 -15.517  0.269
13 C 5.040 22.814 -17.384  -0.539
14 O 3.947 22.078 -16.853  0.018
15 C 2.666 22.397 -17.253  0.645
16 O 2.429 23.226 -18.135  -0.619
17 O 1.815 21.824 -16.395  -0.212
18 C 0.469 22.006 -16.429  -0.742
19 H 4.865 23.886 -17.470  0.434
20 H 5.452 22.498 -18.343  0.188
21 H 5.865 22.546 -16.725  -0.015
22 H -0.101 21.597 -17.263  0.228
23 H 0.288 23.081 -16.440  0.409
24 H -0.150 21.709 -15.582  0.297
25 C 10.512 20.735 -18.995  -0.418
26 O 9.389 21.035 -19.745  -0.120
27 C 8.810 22.173 -19.656  0.602
28 O 9.048 23.129 -18.917  -0.624
29 O 7.707 22.258 -20.529  -0.439
30 C 7.303 21.415 -21.493  -0.167
31 H 10.277 20.240 -18.053  -0.186
32 H 11.035 21.667 -18.781  0.441
33 H 11.221 20.070 -19.489  0.267
34 H 6.474 21.809 -22.081  0.190
35 H 7.005 20.450 -21.082  0.028
36 H 8.159 21.213 -22.136  0.425
37 C -1.171 16.891 -23.667  -0.625
38 O -0.852 18.165 -23.181  -0.423
39 C 0.238 18.420 -22.452  0.933
40 O 0.971 17.537 -22.031  -0.439
41 O 0.340 19.697 -22.100  -0.421
42 C 1.455 20.300 -21.507  0.520
43 H -2.246 16.772 -23.803  0.242
44 H -0.768 16.174 -22.952  0.300
45 H -0.688 16.787 -24.638  0.208
46 H 1.782 19.759 -20.619  -0.399
47 H 1.172 21.282 -21.127  0.311
48 H 2.279 20.395 -22.215  -0.085
49 C 4.797 18.979 -18.275  -0.290
50 O 4.683 19.269 -19.644  -0.067
51 C 5.211 18.559 -20.717  0.322
52 O 6.024 17.695 -20.591  -0.442
53 O 4.599 18.956 -21.785  0.159
54 C 4.475 18.210 -22.918  0.781
55 H 5.875 19.072 -18.146  0.265
56 H 4.516 17.950 -18.051  0.127
57 H 4.302 19.688 -17.610  -0.065
58 H 5.466 18.262 -23.369  0.115
59 H 3.712 18.616 -23.582  -0.723
60 H 4.431 17.125 -22.826  -0.194
61 C 5.312 21.324 -24.923  -0.520
62 O 4.825 20.113 -25.449  -0.139
63 C 3.455 19.893 -25.546  0.687
64 O 2.624 20.748 -25.356  -0.601
65 O 3.287 18.622 -25.897  -0.156
66 C 2.021 18.152 -26.262  -0.731
67 H 6.070 21.094 -24.175  -0.154
68 H 4.533 22.008 -24.586  0.407
69 H 5.910 21.892 -25.636  0.385
70 H 1.152 18.628 -25.810  0.333
71 H 2.062 17.085 -26.043  0.135
72 H 2.065 18.319 -27.339  0.361
73 C -1.087 15.734 -14.053  -0.522
74 O 0.335 15.689 -14.170  -0.327
75 C 0.962 16.931 -14.348  0.844
76 O 0.478 18.066 -14.039  -0.605
77 O 2.176 16.611 -14.807  -0.322
78 C 3.106 17.558 -15.103  -0.497
79 H -1.367 15.898 -13.012  0.275
80 H -1.406 14.754 -14.408  0.268
81 H -1.548 16.372 -14.806  0.149
82 H 3.487 17.269 -16.082  -0.009
83 H 3.864 17.536 -14.320  0.453
84 H 2.649 18.547 -15.146  0.300
85 C 7.356 18.190 -26.504  -0.846
86 O 7.748 18.899 -25.345  -0.197
87 C 8.712 18.374 -24.627  0.750
88 O 9.372 17.382 -24.952  -0.636
89 O 8.723 19.050 -23.501  -0.216
90 C 9.428 18.598 -22.320  -0.673
91 H 6.611 18.688 -27.124  0.301
92 H 6.807 17.261 -26.352  0.228
93 H 8.184 17.848 -27.126  0.422
94 H 8.789 18.101 -21.590  0.141
95 H 9.903 19.366 -21.710  0.083
96 H 10.170 17.839 -22.567  0.562
97 C -2.263 19.420 -16.710  -0.920
98 O -1.088 18.615 -16.828  -0.093
99 C -0.396 18.491 -18.036  0.703
100 O -0.784 18.885 -19.133  -0.630
101 O 0.684 17.820 -17.720  -0.246
102 C 1.635 17.454 -18.677  -0.268
103 H -2.861 19.174 -17.587  0.389
104 H -2.268 20.509 -16.757  0.309
105 H -2.922 19.170 -15.879  0.283
106 H 2.279 16.726 -18.184  0.279
107 H 2.202 18.284 -19.096  -0.210
108 H 1.140 16.932 -19.497  0.340
109 F 5.593 19.124 -15.415  -0.190
110 C 6.319 20.203 -15.014  0.188
111 C 7.545 20.453 -15.702  -0.131
112 C 8.246 21.609 -15.373  -0.566
113 C 7.707 22.393 -14.326  -0.636
114 C 6.459 22.136 -13.728  -0.659
115 C 5.763 21.039 -14.103  -0.220
116 H 7.827 19.758 -16.479  0.461
117 H 9.228 21.718 -15.811  0.457
118 H 8.283 23.292 -14.164  0.343
119 H 6.096 22.761 -12.926  0.404
120 H 4.811 20.846 -13.631  0.495
121 C 5.907 13.839 -22.724  -0.637
122 C 5.356 13.786 -21.446  -0.265
123 C 4.062 14.195 -21.226  -0.438
124 C 3.276 14.620 -22.258  -0.213
125 C 3.796 14.644 -23.532  -0.434
126 C 5.068 14.262 -23.802  -0.381
127 H 6.951 13.572 -22.799  0.410
128 H 5.895 13.488 -20.559  0.425
129 H 3.757 14.332 -20.199  0.361
130 H 2.277 14.881 -21.941  0.309
131 H 3.148 14.952 -24.340  0.366
132 H 5.336 14.403 -24.839  0.406

Calculated values
* largest force on an atom: 0.10380 hartree/bohr
* HOMO-LUMO gap: 9.87 eV
* SMILES: COC(=O)OC.COC(=O)OC.COC(=O)OC.COC(=O)OC.COC(=O)OC.COC(=O)OC.COC(=O)OC.COC(=O)OC.COC(=O)OC.Fc1ccccc1.c1ccccc1